(1)
C38H38Br2N5O7RbS6 | ωB97M-V with the def2-TZVPD basis set

Summary:
Orbital gap = 4.75 eV
Net charge = -2
Energy relative to the best compared isomer or geometry (same formula, charge and spin) = 548.0 kJ/mol
Max |F| = 1.57 eV/A

```
97
Properties=species:S:1:pos:R:3:forces:R:3
Rb 0.1385 -0.1162 -0.9378 -1.167 0.051 1.050
Br 7.7865 3.2682 -3.9081 0.063 0.012 -0.024
C 6.4988 2.7064 -2.6206 0.155 0.059 0.243
C 6.6731 2.9316 -1.3111 0.116 0.069 -0.460
C 5.7503 2.4520 -0.3194 -0.249 -0.131 0.262
C 4.5811 1.8486 -0.6817 0.090 0.017 0.076
C 4.1430 1.8634 -2.1362 -0.154 0.002 0.123
C 5.3172 1.9800 -3.1317 -0.065 0.032 -0.087
N 3.7169 1.2884 0.2018 -0.010 0.468 -0.539
C 3.9103 1.0658 1.5570 0.010 0.040 0.135
C 2.8680 0.8837 2.4590 0.136 -0.202 0.293
C 3.1953 0.8542 3.8614 -0.034 -0.007 0.062
C 2.2113 0.7799 4.8015 0.136 0.003 -0.028
C 0.8692 0.6875 4.3965 -0.174 -0.081 -0.035
C 0.6375 0.6144 3.0351 -0.097 0.020 0.063
N 1.5636 0.6711 2.0827 0.238 0.400 -0.267
H 7.5567 3.4543 -0.9662 0.033 0.005 -0.038
H 6.0262 2.5414 0.7202 -0.055 -0.016 0.004
H 3.3211 2.5726 -2.2339 0.028 -0.013 -0.038
H 4.9592 2.4041 -4.0718 -0.009 -0.011 0.019
H 4.9409 1.1235 1.8772 -0.028 -0.206 0.049
H 4.2351 0.9417 4.1554 0.012 -0.002 -0.010
H 2.4731 0.8020 5.8553 -0.021 -0.002 0.004
H 0.0473 0.6556 5.0985 0.002 -0.009 0.011
H -0.3854 0.4955 2.6779 -0.005 0.004 0.033
C -5.7351 -2.1602 -0.3196 -0.067 0.031 0.031
C -4.5325 -2.5046 -1.1469 0.064 -0.097 -0.114
C -4.5313 -3.5583 -2.0599 0.069 0.104 0.082
C -3.3874 -3.8502 -2.7801 0.051 0.039 0.001
C -2.2675 -3.0592 -2.5527 -0.025 -0.071 -0.053
Br -0.6537 -3.4425 -3.4747 -0.028 -0.002 0.028
N -2.2397 -2.0521 -1.7121 0.106 -0.022 0.062
C -3.3523 -1.7805 -1.0250 -0.156 0.035 -0.029
H -6.6508 -2.2386 -0.9083 0.000 0.012 0.000
H -5.6508 -1.1522 0.0845 -0.002 -0.004 0.015
H -5.8269 -2.8368 0.5334 0.004 -0.008 -0.005
H -5.4279 -4.1504 -2.2060 -0.014 -0.007 0.000
H -3.3484 -4.6609 -3.4923 -0.001 -0.006 -0.010
H -3.3087 -0.9392 -0.3370 -0.011 -0.017 0.000
O 0.2534 -0.0257 -3.6453 0.058 -0.100 -0.480
S 1.1344 1.1295 -3.7346 0.513 0.072 0.078
O 0.9518 1.9479 -4.9135 0.007 -0.070 -0.020
O 1.1731 1.8580 -2.4683 0.045 0.378 -0.173
C 2.8423 0.4906 -3.8899 -0.236 -0.094 -0.294
C 3.2266 0.0872 -5.1042 -0.357 0.152 0.077
C 4.5645 -0.3836 -5.4231 0.412 -0.054 0.143
C 5.5692 -0.2285 -4.5554 -0.148 -0.057 -0.309
C 5.3106 0.4183 -3.2478 0.018 0.013 0.196
C 3.8357 0.4685 -2.7557 0.162 0.029 0.143
S 3.3976 -0.6715 -1.4227 0.346 0.208 -0.397
O 2.7821 0.4341 -0.4535 -0.045 -0.307 0.432
O 4.5858 -1.2607 -0.8844 -0.235 0.057 -0.059
O 2.2396 -1.4382 -1.7536 0.492 -0.739 -0.319
H 2.5025 0.1449 -5.9089 -0.017 0.018 0.019
H 4.7284 -0.8339 -6.3943 0.034 -0.020 0.000
H 6.5740 -0.5531 -4.7969 0.017 0.003 0.017
H 5.9285 -0.0032 -2.4528 0.007 0.042 -0.007
S -8.1367 4.0801 1.0728 0.023 0.030 -0.030
C -6.6287 3.3510 1.1734 -0.309 -0.198 0.086
S -6.4716 1.7256 1.7860 0.093 0.406 -0.193
C -4.7388 1.7555 1.4798 0.118 -0.320 0.155
N -4.3452 2.8848 0.9854 0.081 0.157 -0.059
N -5.4008 3.7790 0.8246 -0.112 -0.257 0.171
C -5.0259 5.0341 0.2723 0.021 0.074 -0.067
C -3.8137 5.1019 -0.4119 -0.002 0.098 -0.113
C -3.4015 6.3056 -0.9588 0.008 -0.080 0.009
C -4.1790 7.4455 -0.8241 0.001 0.109 -0.026
C -5.3759 7.3737 -0.1291 0.028 0.021 -0.026
C -5.8067 6.1772 0.4216 0.040 -0.092 0.085
S -3.7814 0.3994 1.8562 0.041 -0.058 0.049
H -3.2047 4.2172 -0.5062 -0.011 -0.008 0.019
H -2.4616 6.3408 -1.4941 0.008 0.018 -0.001
H -3.8495 8.3835 -1.2537 -0.008 0.001 0.002
H -5.9898 8.2575 -0.0053 0.007 0.007 -0.005
H -6.7354 6.1231 0.9635 -0.004 0.018 -0.009
C 0.2135 -3.7712 5.7794 0.011 0.017 0.035
C 0.0326 -3.0129 4.4702 -0.041 0.011 -0.013
C 0.7084 -3.7285 3.3118 -0.020 0.271 -0.053
S 0.4097 -2.9180 1.6997 -0.176 -0.231 0.566
O 1.2448 -3.6785 0.7403 0.248 -0.178 -0.458
C -1.3277 -3.4780 1.4602 -0.119 0.098 0.113
C -1.4498 -4.6152 0.4590 0.037 0.065 -0.052
C -1.0034 -5.9603 1.0149 0.047 -0.019 -0.017
H -0.2583 -3.2412 6.6082 -0.006 -0.001 0.000
H 1.2734 -3.8828 6.0177 0.009 -0.010 0.000
H -0.2231 -4.7717 5.7259 -0.004 0.002 -0.011
H 0.4485 -2.0095 4.5589 0.014 0.080 -0.003
H -1.0343 -2.8783 4.2662 0.017 -0.038 0.030
H 0.4184 -4.7795 3.2407 -0.064 0.026 -0.122
H 1.7949 -3.6812 3.4091 0.014 -0.004 -0.007
H -1.8717 -2.5963 1.1196 -0.008 -0.004 -0.012
H -1.7403 -3.7600 2.4324 0.018 0.042 -0.018
H -0.8545 -4.3692 -0.4229 0.000 -0.052 0.014
H -2.4952 -4.6602 0.1371 0.006 -0.003 0.006
H 0.0655 -5.9394 1.2269 -0.004 -0.022 -0.003
H -1.1870 -6.7614 0.2966 0.000 -0.001 -0.014
H -1.5390 -6.2072 1.9361 -0.017 0.003 0.013
```
Positions in Å, forces in eV/Å.

---

(2)
C38H38BrInN4O2Si | ωB97M-V with the def2-TZVPD basis set

Summary:
Orbital gap = 7.12 eV
Net charge = 0
Max |F| = 3.06 eV/A

```
85
Properties=species:S:1:pos:R:3:forces:R:3
In 7.1165 -18.4216 11.0447 -0.317 0.176 -0.493
O 8.7221 -19.7149 10.9165 0.225 -1.377 -1.101
C 8.7154 -20.6603 9.9651 -1.433 -1.190 -0.477
C 9.9488 -21.0413 9.3810 1.091 1.743 1.117
C 10.0933 -21.7732 8.2366 -1.994 -0.408 -1.301
C 8.9146 -22.3888 7.6822 1.162 -0.719 -1.225
C 7.7150 -22.2698 8.3161 -0.881 -0.284 0.843
C 7.5301 -21.4310 9.4393 2.058 1.725 0.317
C 6.2543 -21.3231 10.0615 -1.416 1.745 1.279
N 5.9350 -20.2723 10.8055 1.272 -1.197 -0.857
N 4.9641 -20.3790 11.7682 0.017 -0.223 0.887
C 5.2756 -19.6845 12.8524 0.538 0.940 -2.022
O 6.2621 -18.8029 12.9323 -0.202 -0.347 -0.193
C 4.3836 -19.7932 13.9900 -2.197 -1.077 0.481
C 4.4334 -18.9750 15.0976 0.296 -0.456 0.039
C 3.5635 -19.1446 16.1981 1.044 0.738 -0.189
C 2.5272 -20.0422 16.1155 0.468 -0.061 0.767
C 2.3610 -20.7004 14.8945 -1.327 -1.450 0.447
C 3.2796 -20.6955 13.8914 0.715 1.354 -1.146
H 10.8176 -20.5068 9.8385 -0.659 -0.620 -0.568
H 10.9998 -21.7420 7.6350 0.055 -0.355 0.521
H 8.9088 -23.0077 6.7290 0.465 0.902 1.374
H 6.8498 -22.8905 8.0014 0.591 0.653 0.025
H 5.5033 -22.1145 9.9446 0.305 -0.003 0.335
H 5.2387 -18.2747 15.0518 0.299 0.586 0.578
H 3.7742 -18.5555 17.1006 -0.276 -0.337 -0.363
H 1.9831 -20.2973 17.0509 -0.084 0.342 -1.126
H 1.4763 -21.3219 14.7554 0.158 0.011 0.145
H 3.1114 -21.1679 12.9055 0.107 -0.027 1.001
C 7.1957 -16.9664 9.3778 0.674 -0.975 0.437
Si 8.5537 -15.6954 9.3544 0.851 1.598 1.480
C 8.4823 -14.6317 11.0701 1.210 -0.464 -2.773
N 8.7016 -15.3054 12.2901 -1.103 -0.565 1.154
C 7.7688 -15.1239 13.4066 -0.475 -0.886 -0.136
C 8.4294 -14.7946 14.7304 0.867 0.214 1.174
C 9.5503 -15.7987 15.1970 -0.396 0.501 -1.095
C 10.1549 -16.5019 13.9435 -0.301 -0.800 0.589
C 10.0399 -15.6482 12.6375 1.299 -0.939 -0.305
C 10.4166 -16.1596 9.1312 0.264 -1.993 -1.462
C 10.8149 -17.5238 9.3776 0.056 1.823 1.389
C 12.1395 -17.8796 9.3257 1.246 1.019 -0.590
C 13.1711 -16.9712 8.9127 -1.807 -2.030 0.052
C 12.7667 -15.6986 8.5691 0.958 0.838 -0.232
C 11.4185 -15.3350 8.5293 -1.608 -0.685 1.228
C 8.2415 -14.6070 7.8553 0.938 -0.615 -1.655
C 7.5355 -13.3975 7.7535 0.314 -0.064 -0.064
C 7.1126 -12.8968 6.5262 0.444 -0.496 -0.538
C 7.4914 -13.5928 5.3571 -0.647 1.061 -0.088
C 8.3002 -14.7330 5.3850 0.017 -0.214 0.433
C 8.7178 -15.2415 6.6284 -0.702 0.758 0.705
H 7.3542 -17.5961 8.4872 -0.346 -0.068 0.250
H 6.2347 -16.4580 9.3037 -0.003 0.036 -0.013
H 7.5545 -14.1158 11.0700 -0.970 0.513 0.116
H 9.2635 -13.8968 10.7743 -0.069 0.208 0.687
H 7.2438 -16.1064 13.5082 -0.148 0.757 0.253
H 7.0103 -14.3355 13.2031 0.474 -0.533 -0.154
H 7.6895 -14.8622 15.5175 -0.547 0.246 0.021
H 8.7494 -13.7436 14.7379 0.266 -0.263 -0.129
H 9.0706 -16.4960 15.8797 -0.014 -0.458 -0.244
H 10.3666 -15.3947 15.8187 -0.444 0.565 -0.464
H 9.5663 -17.4542 13.7906 0.810 0.760 0.000
H 11.1998 -16.7558 14.2943 -0.928 0.065 -1.303
H 10.4228 -16.1890 11.7318 0.193 0.168 1.031
H 10.6674 -14.7584 12.7269 0.274 0.357 0.145
H 10.1775 -18.2435 9.8795 -0.437 0.134 -0.281
H 12.4102 -18.8394 9.7099 0.266 -0.652 -0.216
H 14.1293 -17.4586 8.6838 -0.019 1.000 0.631
H 13.5505 -14.9346 8.4212 -0.574 -0.426 -0.646
H 11.0423 -14.4532 8.0166 0.552 0.398 0.471
H 7.4347 -12.7347 8.6084 -0.469 -0.471 0.299
H 6.5031 -11.9723 6.4944 0.606 -0.655 -0.174
H 7.1698 -13.1225 4.4113 0.229 -0.656 0.369
H 8.5628 -15.2528 4.4474 0.021 0.479 0.586
H 9.4597 -16.0815 6.6856 -1.098 0.703 -0.072
Br 2.1136 -17.7045 7.0611 0.513 0.278 -0.090
C 2.8794 -16.7376 8.5083 -0.108 -1.120 1.863
C 2.6964 -15.3801 8.6648 0.325 -1.086 0.718
C 2.8493 -14.8308 9.9345 0.061 1.399 -1.615
C 3.1325 -15.6715 10.9759 1.056 0.272 0.632
N 3.3867 -16.9792 10.8852 0.032 -0.472 -1.584
C 3.2936 -17.5111 9.6505 -1.674 0.927 -0.499
H 2.3885 -14.7940 7.8565 -0.401 0.850 -1.123
H 2.7824 -13.7058 9.9402 -0.055 -1.432 0.796
H 3.3013 -15.2534 11.9430 -0.198 0.185 0.707
H 3.2385 -18.5941 9.5433 0.647 0.123 0.237
```
Positions in Å, forces in eV/Å.